The following is a DFT calculation (the ωB97M-V functional and the def2-TZVPD basis) of a molecular structure, C30H53BrN4P2Ti in a non-equilibrium geometry.

Each line ends with the Löwdin spin population.
Atoms and positions in Å:
1 N -5.8891 3.6184 -3.0077  -0.01
2 C -5.5342 3.9437 -1.7547  0.00
3 C -4.5734 3.2288 -1.0123  -0.01
4 C -3.9601 2.0986 -1.5858  0.00
5 C -4.3440 1.7643 -2.9125  -0.01
6 C -5.3031 2.5531 -3.5692  0.00
7 C -2.8765 1.3625 -0.9019  -0.04
8 Ti -1.4828 0.3714 0.1647  0.94
9 P 3.2584 -0.5930 -0.3273  0.00
10 C -1.9048 0.6986 -1.7818  -0.01
11 C -0.7466 1.4504 -2.2533  -0.02
12 C -0.1913 1.3238 -3.5524  0.03
13 C 1.0802 1.8886 -3.8393  0.09
14 C 1.7205 2.5714 -2.7935  0.70
15 C 1.0264 3.0938 -1.7355  0.10
16 C -0.2664 2.5317 -1.4560  0.03
17 Br 2.1128 0.3344 -1.9358  0.03
18 H -2.6490 1.6970 0.2179  0.01
19 H -2.2184 -0.2305 -2.2854  0.00
20 H -4.3629 3.5192 0.0138  0.00
21 H -3.9630 0.8614 -3.3953  0.00
22 H -6.0700 4.7790 -1.3030  0.00
23 H -5.6432 2.3003 -4.5774  0.00
24 H -0.7876 0.8667 -4.3618  0.00
25 H -0.9389 3.0411 -0.7236  0.01
26 H 1.6140 1.7657 -4.7725  0.01
27 H 1.4142 3.9297 -1.1234  0.01
28 P -1.4908 -2.0537 -0.3434  0.03
29 C 4.0940 0.8763 0.3282  0.00
30 C 5.4459 1.1587 -0.3510  0.00
31 H 4.2826 0.6701 1.3993  0.00
32 H 3.4261 1.7583 0.2611  0.00
33 H 5.7863 2.1736 -0.0932  0.00
34 H 6.2293 0.4683 0.0078  0.00
35 H 5.4289 1.1070 -1.4515  0.00
36 C 4.1813 -1.5920 -1.5611  0.00
37 C 5.5229 -2.2313 -1.2382  0.00
38 H 4.3383 -0.9185 -2.4187  0.00
39 H 3.4945 -2.3771 -1.9236  0.00
40 H 5.9608 -2.5763 -2.1926  0.00
41 H 6.2562 -1.5418 -0.7977  0.00
42 H 5.4464 -3.1239 -0.6022  0.00
43 C 2.5885 -1.5603 1.0245  0.00
44 C 3.6561 -2.0181 2.0334  0.00
45 H 2.0488 -2.4163 0.5874  0.00
46 H 1.8438 -0.9099 1.5174  0.00
47 H 3.2269 -2.8017 2.6742  0.00
48 H 4.5635 -2.4417 1.5762  0.00
49 H 3.9575 -1.2012 2.7037  0.00
50 C -1.4042 -3.2903 1.0339  0.00
51 C -1.8030 -4.7271 0.6733  0.00
52 H -2.0472 -2.9413 1.8583  0.00
53 H -0.3749 -3.2764 1.4241  0.00
54 H -2.7157 -4.7781 0.0731  0.00
55 H -1.0119 -5.2511 0.1303  0.00
56 H -2.0075 -5.2969 1.5937  0.00
57 C -0.4851 -2.9494 -1.5925  0.01
58 C -0.7315 -2.5138 -3.0315  0.00
59 H -0.6968 -4.0287 -1.4878  0.00
60 H 0.5761 -2.8073 -1.3163  0.00
61 H -1.8022 -2.4362 -3.2514  0.00
62 H -0.2460 -1.5582 -3.2694  0.00
63 H -0.3179 -3.2733 -3.7165  0.00
64 C -3.2686 -2.3621 -0.8343  0.01
65 C -4.2642 -1.8455 0.2027  0.00
66 H -3.3787 -3.4549 -0.9248  0.00
67 H -3.4817 -1.9539 -1.8422  0.00
68 H -5.2834 -2.1292 -0.1169  0.00
69 H -4.0810 -2.2869 1.1972  0.00
70 H -4.2776 -0.7548 0.3287  0.00
71 C 1.3986 3.6217 2.6237  0.00
72 N 0.8428 2.4154 3.2556  0.00
73 C 1.2262 2.2709 4.6694  0.00
74 C 0.1756 1.4721 2.5551  0.00
75 N 0.0410 1.5191 1.2082  0.00
76 N -0.4516 0.4423 3.1487  0.00
77 C -0.6176 0.1503 4.5500  0.00
78 C -1.2836 -0.3541 2.2471  0.03
79 H 1.3888 4.4203 3.3698  0.00
80 H 0.8075 3.9415 1.7619  0.00
81 H 2.4544 3.4583 2.3160  0.00
82 H 0.3620 2.3799 5.3426  0.00
83 H 1.7406 1.3090 4.8483  0.00
84 H 1.9298 3.0801 4.8884  0.00
85 H 0.7684 2.0815 0.7440  0.00
86 H -1.3004 -0.7066 4.6226  0.00
87 H 0.3261 -0.1492 5.0255  0.00
88 H -1.0706 0.9880 5.0885  0.00
89 H -2.1895 0.3001 1.8795  0.02
90 H -0.5617 -0.7098 1.4102  0.01
91 H -1.6936 -1.2337 2.7383  0.00

Its multiplicity is 3. As for the expectation value of S²: 2.0387. For the frontier orbital gap (spin up / spin down), the calculation gives 6.544 / 6.425 eV. Its highest occupied orbital energy (spin up / spin down) is -11.959 / -11.977 eV. As for the energy above the lowest of the compared OMol25 structures with the same formula, charge and spin: 5.4040 eV. The charge is +2.